21
Properties=species:S:1:pos:R:3:forces:R:3:lowdin_charge:R:1 method="wB97M-V/def2-TZVPD" smiles=C[C@@H](CCN)C(O)O multiplicity=1 total_charge=0
H 2.338917 -2.370019 -1.389777 0.0 0.0 0.1 0.06
C -2.029122 0.364909 -0.324434 2.6 1.1 -0.2 -0.36
O -2.587406 0.246643 0.954403 0.4 -0.1 -0.2 -0.01
H -0.426199 2.469447 0.340386 0.1 0.1 0.0 0.08
N 2.551625 -2.179994 -0.417683 0.3 -0.4 -0.1 -0.04
H -0.093756 -1.082292 1.128929 0.0 0.0 0.0 0.10
H 1.256107 1.957069 0.373231 0.1 0.0 0.1 0.08
H 2.443501 -0.126109 -0.611680 -0.4 0.1 -0.1 0.09
H 2.321215 -0.729170 1.046186 0.2 0.0 0.0 0.08
H -3.365806 1.659831 -0.917423 0.2 -0.1 0.0 0.10
C -0.138493 0.472040 -0.332727 -5.2 0.7 -0.2 -0.31
H 0.136120 1.366509 1.615289 0.1 0.0 0.1 0.08
C 2.036693 -0.920137 0.012999 -3.1 -0.4 0.9 -0.21
C 0.234449 1.630295 0.561935 -0.2 -0.1 -0.2 -0.08
H -2.394783 -0.503576 -0.888722 0.4 0.1 0.1 0.14
H 2.208432 -2.947458 0.147584 0.0 0.1 -0.1 0.07
C 0.183270 -0.861872 0.099749 5.0 -1.0 -0.1 -0.14
H 0.099977 0.665344 -1.378217 -0.1 0.0 0.0 0.13
H -0.141693 -1.645501 -0.581887 -0.1 0.0 0.0 0.09
H -2.232310 0.962022 1.497065 0.0 0.0 0.0 0.09
O -2.400738 1.572017 -0.935207 -0.2 0.1 0.0 -0.04

22
Properties=species:S:1:pos:R:3:forces:R:3:lowdin_charge:R:1 method="wB97M-V/def2-TZVPD" smiles="C=CC=C(C)C.O.O" multiplicity=1 total_charge=0
C -0.093299 1.937663 -0.615198 0.5 0.2 0.1 0.01
C -1.257583 -0.925839 -0.208120 0.6 0.6 0.5 -0.33
H 3.829621 1.883178 -0.582365 0.1 0.0 -0.2 0.04
H -0.088821 -2.187763 -1.451202 0.4 -0.4 -0.2 0.07
H 0.826627 -0.717709 -0.951104 0.1 -0.5 0.5 0.06
C -1.355509 1.615494 -0.371880 0.2 -1.0 0.3 -0.16
H -2.843616 -2.046023 0.760333 0.1 0.2 0.2 0.08
H -2.613314 0.268388 0.770521 0.1 0.1 0.0 0.10
H 1.290076 -0.382511 3.287796 0.0 0.0 -0.1 0.03
C -1.748591 0.280720 0.105935 -0.5 -0.2 0.2 -0.10
H 2.353169 0.638510 2.898986 -0.1 -0.1 0.0 0.03
H -0.403096 -0.569527 -2.098719 0.0 -0.2 -0.1 0.09
C -1.795433 -2.144376 0.474004 -0.4 -0.8 -0.4 -0.07
H 2.735651 1.119793 -1.290400 0.2 0.1 -0.2 0.01
H 0.262970 2.879369 -0.981323 -0.3 0.6 -0.1 0.05
C -0.141181 -1.144473 -1.200105 -0.6 1.0 -0.5 -0.05
O 3.575101 1.571232 -1.459817 -0.3 -0.1 0.4 -0.06
H -1.221147 -2.480515 1.336491 0.2 0.3 0.2 0.08
H -2.184142 2.299284 -0.442348 0.0 0.5 -0.3 0.09
H -1.755181 -3.005178 -0.199150 -0.1 0.0 -0.1 0.07
O 1.907889 -0.156624 2.583621 0.0 0.1 0.1 -0.06
H 0.719809 1.266905 -0.365962 -0.2 -0.3 -0.1 0.04

40
Properties=species:S:1:pos:R:3:forces:R:3:lowdin_charge:R:1 method="wB97M-V/def2-TZVPD" multiplicity=1 total_charge=0
C 2.542129 -1.508273 0.281589 -0.1 0.2 -0.4 -0.23
H 4.413296 0.706296 -0.498154 0.0 0.0 0.0 0.08
F -0.059148 3.506509 -1.850099 0.0 0.0 0.0 0.15
N -1.772208 -1.036587 -0.266895 0.2 -0.5 0.1 0.09
H 4.198828 0.828196 1.263025 0.0 0.0 0.0 0.09
C 1.532086 -2.473511 0.511159 -0.2 0.1 0.1 -0.14
Au 0.628120 0.540961 -0.480057 -0.2 -0.2 0.4 1.42
O 4.933200 -1.002911 0.591645 0.0 -0.1 -0.2 -0.07
C -6.213489 1.272664 -0.604464 0.0 0.0 0.0 -0.08
H 3.374876 -4.943345 1.950334 0.0 0.0 0.0 0.11
H -4.225459 -1.439743 -0.194726 0.0 0.0 0.0 0.11
C -3.533816 0.561818 -0.501622 0.0 0.1 0.0 -0.15
F 2.328079 2.530196 0.521536 -0.1 0.0 -0.1 0.05
H -6.617880 -0.811244 -0.287420 0.0 0.0 0.0 0.10
C 3.850893 -1.807528 0.724048 0.1 0.0 0.1 -0.21
C -2.100800 0.196055 -0.447216 0.0 0.4 -0.1 -0.41
C 0.659398 3.572492 -0.727641 0.0 0.0 0.0 -0.62
C -4.518828 -0.411379 -0.351192 0.0 0.0 0.0 -0.03
C 3.133453 -3.995495 1.491530 -0.2 0.0 -0.1 -0.08
C 1.578431 2.343383 -0.602557 0.2 0.0 -0.1 -0.48
O -1.248176 1.196817 -0.583255 0.0 0.0 -0.1 -0.19
H 5.836952 0.781331 0.570212 0.0 0.0 0.0 0.09
H -5.511404 3.275823 -0.909975 0.0 0.0 0.0 0.10
C 1.843012 -3.705201 1.106268 0.2 -0.1 0.1 -0.05
C -5.233624 2.242194 -0.753399 0.0 0.0 0.0 -0.07
H 1.047180 -4.421398 1.264506 0.0 0.0 0.0 0.11
F -0.171390 3.641789 0.314795 0.0 0.0 0.0 0.15
N -0.394152 -1.165783 -0.156686 -0.1 0.1 -0.1 -0.15
H -3.122772 2.638075 -0.819391 0.0 0.0 0.0 0.11
H -0.561977 -3.083736 0.425220 0.0 0.0 0.0 0.14
C -3.894422 1.890079 -0.703277 0.0 0.0 0.0 -0.02
O 2.371580 -0.376487 -0.423162 0.2 0.0 0.3 -0.23
C 0.125158 -2.264086 0.235564 0.2 -0.2 0.0 -0.04
C 4.120615 -3.039113 1.303286 -0.1 0.1 0.0 0.01
C -5.853996 -0.054110 -0.403923 0.0 0.0 0.0 -0.08
C 4.818708 0.413755 0.465904 0.0 0.1 0.1 -0.06
H 5.142189 -3.221817 1.608393 0.0 0.0 0.0 0.13
F 1.381585 4.695682 -0.759730 0.0 0.0 0.0 0.17
F 2.432385 2.378164 -1.659779 0.0 0.0 0.1 0.06
H -7.258613 1.549466 -0.644391 0.0 0.0 0.0 0.10

36
Properties=species:S:1:pos:R:3:forces:R:3:lowdin_charge:R:1 method="wB97M-V/def2-TZVPD" multiplicity=1 total_charge=0
C 0.586926 -0.540786 0.070343 2.9 -0.5 1.9 -0.22
H 2.370167 2.510778 1.534068 -0.6 1.4 -0.1 0.10
H 5.247364 0.080113 3.610757 -0.2 0.7 -0.4 0.11
C 0.662099 -3.115184 -0.294831 0.3 0.1 0.5 -0.23
C -2.608521 1.739587 -2.654054 0.8 3.9 -2.4 -0.18
C -3.263049 0.456133 -0.836741 -2.4 -3.2 4.8 0.03
C -0.951690 0.545081 -1.310688 -0.4 -1.4 0.8 0.11
H -3.776747 -0.984240 0.771135 0.3 0.3 -0.2 0.12
C 2.735892 -0.746142 1.552576 1.1 -3.9 -1.0 -0.23
H 4.502119 -1.753167 2.426004 -1.0 0.5 -0.5 0.13
H -4.317666 0.809523 -0.952954 1.1 -0.5 -0.1 0.15
N 2.316840 -1.921902 0.973468 -1.2 0.9 -0.1 0.19
C 1.034859 -4.379068 0.295011 -0.6 0.3 0.5 -0.25
N 1.085383 0.581165 0.550470 -1.9 -1.3 -1.2 0.23
H -1.497718 -1.846611 1.139888 0.4 1.6 -1.1 0.19
C 1.190784 -1.857611 0.249839 0.3 -1.2 -0.4 -0.17
N -0.719907 -0.451691 -0.371638 -0.9 2.6 -1.4 0.02
N -1.209377 -3.294255 -2.078719 1.6 0.0 1.5 0.10
C 3.925771 -0.816457 2.258458 2.2 -0.2 2.0 -0.01
C -0.345052 -3.279147 -1.277631 -1.4 1.1 -1.2 -0.28
H -1.692251 1.835973 -3.269746 -0.7 0.0 -0.2 0.12
H 3.953311 2.398409 3.194792 1.3 1.0 0.7 0.10
H -0.143292 1.000047 -1.926009 -0.3 -0.9 1.0 0.17
C 2.167481 0.455632 1.322898 0.3 1.8 -0.9 -0.26
H -3.356917 1.153923 -3.150020 -0.4 0.2 -1.0 0.12
N 1.058767 -5.405180 0.833612 0.5 0.4 -0.4 0.12
C -1.674021 -0.970986 0.435506 -2.0 -0.7 -0.9 0.01
H -2.579755 3.698210 -1.547728 0.3 0.1 0.3 0.07
H -3.191875 3.914447 -3.177040 0.5 0.1 -0.9 0.05
C -2.971601 -0.532364 0.187739 -0.5 0.6 -0.6 0.03
C 3.830764 1.504984 2.656194 -0.3 1.0 0.5 -0.10
H -4.201803 3.143306 -2.043035 0.6 0.1 0.2 0.07
C 4.440103 0.297848 2.902215 0.1 -2.3 0.1 -0.06
C 2.788439 1.594702 1.816047 -0.7 -0.5 -0.2 -0.03
C -2.258031 0.931318 -1.541705 2.2 0.4 -0.2 -0.29
C -3.137794 3.243614 -2.348479 -1.1 -2.5 0.6 -0.04

The records above give, respectively, DFT total energy values of -10979.0326, -10542.6025, -44224.5288, -26323.5775 eV.
The records above give, respectively, orbital gap values of 8.87, 9.03, 7.71, 5.24 eV.
The records above give, respectively, molar mass values of 119.16, 118.18, 584.25, 299.34 g/mol.